Density functional theory data (ωB97M-V with the def2-TZVPD basis set) for the molecule C7H9F in a non-equilibrium geometry.

The calculation puts the energy above the lowest of the compared OMol25 structures with the same formula, charge and spin at 38.4 kcal/mol. For the molar mass, the calculation gives 112.1 g/mol. The SMILES is FC1=CC[C@H]2CC[C@@H]12. The calculation puts the orbital gap at 0.3855 Ha.

Cartesian coordinates (Å):
F 0.503833 1.554001 -1.732229
C -0.011716 1.096381 -0.636009
C -1.235589 1.101969 -0.276973
C -1.451860 0.181228 1.012096
C -0.041779 -0.521026 1.229410
C 0.011929 -1.946355 0.530933
C 1.315991 -1.329117 -0.210355
C 0.923951 0.137068 0.141829
H -2.098624 1.633556 -0.859802
H -2.205074 -0.652811 0.765128
H -1.972046 0.676802 1.946860
H 0.171586 -0.513473 2.341651
H -0.844537 -1.935527 -0.112866
H 0.051634 -2.863052 1.022198
H 2.114435 -1.665425 0.382770
H 1.419657 -1.617924 -1.296802
H 1.762904 0.630952 0.655340

Atoms 1-3, force components in eV/Å:
0.6 1.4 -1.9
3.5 -3.5 0.7
-5.1 0.2 1.7

=====

Density functional theory data (ωB97M-V with the def2-TZVPD basis set) for the ion C7H9F2N2S2 with charge +1 in a non-equilibrium geometry.

The charge is +1. For the molar mass, the calculation gives 223.3 g/mol. The calculation puts the orbital gap (alpha / beta) at 0.2578 / 0.2255 Ha. As for the multiplicity: 3.

Cartesian coordinates (Å):
C -1.886253 -1.451159 0.358370
C -0.686750 -1.977586 0.063620
C -0.704255 0.053947 -0.823023
C -0.423330 1.450735 -1.839331
C 1.393443 -1.215464 -1.192893
C 0.725494 2.498735 0.386215
C -2.940565 0.773235 0.147147
N -1.888063 -0.158845 -0.188030
N 0.016669 -1.055849 -0.705212
F -3.049844 1.678447 -0.816897
F -2.651552 1.316698 1.358054
S -1.035340 1.110744 -3.281133
S 0.339264 2.876223 -1.323215
H -2.687787 -1.918598 0.790977
H -0.388763 -2.981465 0.065903
H 1.990511 -0.250710 -1.105295
H 1.954956 -1.814723 -0.514446
H 1.292931 -1.630957 -2.104341
H 1.519497 3.200251 0.763068
H 1.257750 1.491348 0.562566
H -0.080795 2.561145 1.185186
H -3.845192 0.323479 0.393397

Atoms 1-3, force components in eV/Å:
2.1 1.6 -1.4
-0.2 0.7 -1.1
-0.3 3.2 -1.7

=====

Density functional theory data (ωB97M-V with the def2-TZVPD basis set) for the molecule C7H9F2NOSi in a non-equilibrium geometry.

For the molar mass, the calculation gives 189.2 g/mol. The calculation puts the orbital gap (alpha / beta) at 0.2477 / 0.2397 Ha. As for the multiplicity: 3.

Cartesian coordinates (Å):
C 1.642589 2.554763 -0.492154
C 1.951794 1.205671 -0.531387
C 0.357417 3.043297 -0.267686
C -0.659056 2.109747 -0.364429
C 0.852679 0.258592 -0.482532
C -0.321663 -2.708247 1.695618
C -1.475838 -0.224103 -0.254952
N -0.392440 0.772909 -0.360381
O 1.014912 -0.961158 -0.625810
F -1.906956 -2.676370 -0.740625
F 0.381606 -3.158623 -0.720871
Si -0.572956 -2.050345 -0.089482
H 2.527151 3.324089 -0.620399
H 2.860687 0.802523 -0.711497
H 0.117434 4.082033 -0.052055
H -1.662090 2.482847 -0.449589
H -0.543186 -2.007906 2.567706
H -0.832873 -3.696163 1.807654
H 0.740756 -3.085144 1.719720
H -1.783954 -0.330523 -1.380427
H -2.296013 0.262113 0.353577

Atoms 1-3, force components in eV/Å:
1.2 5.3 0.3
-2.8 -1.1 -0.1
3.9 0.0 -0.5

=====

Density functional theory data (ωB97M-V with the def2-TZVPD basis set) for a cluster of 2 separate species, C7H9F3N2 in total in a non-equilibrium geometry.

The calculation puts the energy above the lowest of the compared OMol25 structures with the same formula, charge and spin at 65.8 kcal/mol. For the molar mass, the calculation gives 178.2 g/mol. The calculation puts the orbital gap (alpha / beta) at 0.2612 / 0.2728 Ha.

Cartesian coordinates (Å):
C -2.160840 1.042249 0.253936
C -1.520379 0.482076 1.371411
C -1.527377 1.299221 -0.874484
C -0.171539 0.026755 1.299972
C -0.077805 1.235514 -0.993919
C 0.477614 0.247070 0.050507
C 2.041350 0.102726 0.076302
N 0.660553 -2.473063 -0.280603
N 0.084685 -1.480253 -1.082538
F 2.410670 -0.602367 1.133416
F 2.571747 -0.566752 -0.994500
F 2.671097 1.302568 0.196722
H -3.204233 1.267299 0.409231
H -2.081584 0.368315 2.241554
H -2.127881 1.607005 -1.636997
H 0.414365 -0.427256 2.039373
H 0.185914 0.962552 -2.025104
H 0.361395 2.245738 -0.833109
H 1.626164 -2.423574 -0.252988
H 0.244482 -2.575996 0.628442
H -0.878407 -1.639822 -0.726617

Atoms 1-3, force components in eV/Å:
-0.8 0.0 0.7
3.9 -1.4 0.3
0.2 -0.2 1.1

=====

Density functional theory data (ωB97M-V with the def2-TZVPD basis set) for a cluster of 2 separate species, C7H9F3Si in total in a non-equilibrium geometry.

The calculation puts the energy above the lowest of the compared OMol25 structures with the same formula, charge and spin at 0.0 kcal/mol. For the molar mass, the calculation gives 178.2 g/mol. The calculation puts the orbital gap at 0.3811 Ha.

Cartesian coordinates (Å):
C 0.018916 1.858698 -2.005861
C 1.486734 -2.032615 -1.646491
C -1.528623 -0.195827 2.133812
C 0.735727 1.423147 -0.972651
C 1.360242 -1.611502 -0.356934
C -1.288797 -0.282048 0.860139
C 3.679735 0.478110 2.389036
F 3.557610 0.445437 3.662627
F 1.264149 0.382052 1.581484
F 3.993753 -0.745275 1.976323
Si 0.435516 -0.107969 0.231230
H 0.395706 2.498606 -2.696357
H -0.969975 1.494421 -2.030271
H 1.922155 -2.972527 -1.792183
H 0.976403 -1.426225 -2.347091
H -2.559186 -0.285932 2.549726
H -0.826233 0.338870 2.796879
H 1.630948 1.926054 -0.639107
H 1.985271 -2.057695 0.370124
H -2.066707 -0.468336 0.055192

Atoms 1-3, force components in eV/Å:
0.0 -2.1 2.7
-1.2 1.5 3.4
-1.7 1.6 2.3

=====

Density functional theory data (ωB97M-V with the def2-TZVPD basis set) for a cluster of 2 separate species, C7H9FO2 in total in a non-equilibrium geometry.

The calculation puts the energy above the lowest of the compared OMol25 structures with the same formula, charge and spin at 15.6 kcal/mol. For the molar mass, the calculation gives 144.1 g/mol. The SMILES is C=C1C[C@@]1(F)CC.O=C=O. The calculation puts the orbital gap at 0.4069 Ha.

Cartesian coordinates (Å):
C 2.201667 1.856974 0.081870
C 1.132907 1.240573 -0.295249
C 0.288912 0.903204 -1.426673
C 0.028568 0.437936 -0.083012
F -1.087049 1.042370 0.576110
C 0.112117 -0.934189 0.486607
C 0.921006 -1.961988 -0.406993
H 2.362105 1.869930 1.199110
H 2.807338 2.458122 -0.647924
H -0.581890 1.468704 -1.792560
H 0.312604 0.053377 -2.157637
H 0.382471 -1.007629 1.558557
H -0.981971 -1.327713 0.550051
H 1.949812 -1.485205 -0.557174
H 1.031823 -2.943906 0.073906
H 0.508927 -2.006473 -1.437761
O -4.014830 -0.431837 0.438830
C -3.847635 0.150386 1.418988
O -3.526882 0.617363 2.420953

Atoms 1-3, force components in eV/Å:
1.4 1.4 1.4
1.2 1.2 -1.7
-2.4 -1.7 -3.2